Here is 9 unconnected molecules or ions with the total composition C48H119N9O2 at a distorted geometry from OMol25. Energies are from ωB97M-V with the def2-TZVPD basis set.

Geometry (Å):
C -2.426422 5.106505 -2.151611
C -2.184849 5.234521 -0.646606
N -2.889123 4.162182 0.084466
C -4.322407 4.465480 0.265330
C -4.621700 5.741806 1.038768
C -2.174097 3.885663 1.331099
C -2.649639 2.599133 2.021280
H -1.734714 5.739010 -2.711705
H -3.465824 5.238462 -2.445439
H -2.133679 4.093477 -2.436518
H -1.119324 5.034738 -0.507710
H -2.331453 6.264873 -0.310609
H -4.795585 4.521815 -0.713374
H -4.728641 3.631266 0.838522
H -4.154642 6.663609 0.699267
H -5.700443 5.931857 1.068642
H -4.389412 5.645564 2.104927
H -2.265450 4.736099 2.015218
H -1.131569 3.704614 1.071967
H -1.887485 2.010645 2.532991
H -3.132042 1.960251 1.277499
H -3.378803 2.798956 2.812659
C -4.381595 1.811023 7.232048
C -4.519200 0.555963 6.385045
N -3.286868 -0.210993 6.226385
C -2.508506 0.378940 5.129754
C -1.009925 0.156134 5.382493
C -3.605932 -1.612984 5.909019
C -4.219220 -2.338671 7.109441
H -3.854105 2.639418 6.760144
H -3.960362 1.594951 8.218332
H -5.387071 2.133611 7.523693
H -5.261380 -0.017998 6.946194
H -4.982462 0.850450 5.432150
H -2.704418 -0.059404 4.141563
H -2.716779 1.447250 5.079250
H -0.792674 -0.913228 5.382461
H -0.386942 0.665776 4.644125
H -0.701792 0.527356 6.361424
H -2.676842 -2.122590 5.648447
H -4.220743 -1.578929 4.997976
H -5.311077 -2.321343 7.078277
H -3.946632 -1.826807 8.032397
H -3.925323 -3.384437 7.172477
C 0.490013 2.022614 -0.760806
C -0.348256 0.787242 -0.395593
N 0.418072 -0.330144 0.148848
C -0.490915 -1.424096 0.489674
C -1.619746 -0.986546 1.428536
C 1.378710 -0.835578 -0.842644
C 2.340416 -1.868873 -0.278936
H -0.279039 2.784866 -0.915063
H 1.125868 1.972438 -1.646236
H 1.172849 2.313353 0.041582
H -1.021247 1.132428 0.388292
H -0.932814 0.567086 -1.303817
H -0.882079 -2.008001 -0.351578
H 0.074396 -2.086367 1.150492
H -2.020997 -1.818019 2.008222
H -1.248884 -0.199404 2.086397
H -2.472457 -0.578492 0.880372
H 1.902810 -0.002881 -1.314384
H 0.849893 -1.280739 -1.703326
H 2.857742 -1.380945 0.553833
H 3.088471 -2.162454 -1.015062
H 1.859422 -2.752000 0.137423
C 2.827113 1.804103 3.036561
C 2.674067 0.321817 3.302954
N 3.483517 -0.112452 4.438705
C 3.135587 0.487041 5.710893
C 4.280007 0.385959 6.721820
C 3.478694 -1.580527 4.511612
C 4.190039 -2.248984 3.346427
H 2.351419 2.418846 3.805923
H 2.421894 2.175429 2.092434
H 3.866092 2.145427 3.020823
H 1.614613 0.071726 3.472748
H 3.018952 -0.217069 2.424295
H 2.176110 0.099496 6.086367
H 3.025056 1.572685 5.641951
H 4.459155 -0.659516 6.988335
H 4.035676 0.939028 7.627793
H 5.210242 0.746380 6.286540
H 3.870571 -1.894526 5.477824
H 2.410000 -1.861550 4.545802
H 3.633154 -2.133442 2.418499
H 5.225915 -1.930483 3.237526
H 4.216075 -3.335562 3.474473
C -7.554019 -1.264352 -1.700913
C -6.504543 -0.174685 -1.931969
N -5.149177 -0.585333 -1.572427
C -4.628966 -1.508768 -2.598028
C -3.252661 -2.048630 -2.189525
C -4.270641 0.560386 -1.344391
C -3.877333 1.370044 -2.586627
H -7.553901 -1.591405 -0.662897
H -7.388494 -2.126901 -2.343814
H -8.537607 -0.842691 -1.913688
H -6.526044 0.293353 -2.928271
H -6.814309 0.673020 -1.306950
H -5.350380 -2.318466 -2.672263
H -4.540997 -1.040389 -3.587044
H -3.164132 -2.404513 -1.166879
H -2.997564 -2.858179 -2.878458
H -2.491035 -1.287090 -2.380442
H -3.380790 0.212801 -0.819992
H -4.787419 1.221455 -0.643285
H -4.763116 1.623620 -3.175789
H -3.260997 0.745437 -3.237434
H -3.370518 2.303558 -2.360857
C -0.590591 1.720864 -8.428229
C -0.387961 2.606209 -7.191679
N -0.806070 1.943157 -5.952269
C -0.897431 2.940298 -4.882879
C 0.411951 3.547778 -4.362944
C 0.085594 0.818853 -5.641614
C -0.194885 0.175253 -4.294119
H 0.248230 1.044338 -8.603253
H -0.870575 2.322237 -9.290870
H -1.415510 1.013011 -8.287653
H 0.668086 2.910419 -7.194916
H -1.026389 3.478213 -7.326388
H -1.582228 3.722974 -5.218497
H -1.462770 2.486316 -4.059172
H 1.124905 2.784860 -4.058920
H 0.809166 4.244075 -5.100459
H 0.154507 4.135695 -3.478153
H 1.137868 1.149444 -5.689859
H -0.005856 0.144967 -6.495969
H 0.054204 0.881683 -3.504388
H 0.443652 -0.704770 -4.190714
H -1.219796 -0.181734 -4.197146
C 4.467441 1.685347 -3.708508
C 4.703304 0.942555 -2.386519
N 6.064930 1.058122 -1.889439
C 6.208494 0.419571 -0.592485
C 5.292926 0.941383 0.506396
C 7.051790 0.533396 -2.818232
C 8.455475 1.090864 -2.524612
H 4.888850 1.155708 -4.568642
H 4.946898 2.665213 -3.696186
H 3.409815 1.797953 -3.950185
H 4.053435 1.494306 -1.704281
H 4.317394 -0.082553 -2.492949
H 6.086789 -0.675655 -0.669815
H 7.239497 0.589558 -0.266833
H 5.257719 2.028347 0.520745
H 4.282705 0.609960 0.220114
H 5.392688 0.413138 1.452866
H 6.859374 0.780921 -3.859495
H 7.113267 -0.565056 -2.759272
H 8.392342 2.164266 -2.337243
H 9.083596 1.015959 -3.415832
H 8.965878 0.591457 -1.704023
C -0.895146 -4.957338 0.863326
N -0.322564 -5.198201 -0.441467
C -1.025915 -5.460244 -1.557137
C -0.190424 -5.717179 -2.800760
O -2.249814 -5.488695 -1.577276
H -1.962198 -4.748848 0.825486
H -0.413514 -4.111802 1.350545
H -0.771888 -5.851553 1.480204
H 0.691652 -5.258792 -0.436569
H 0.147755 -4.724301 -3.116872
H -0.816646 -6.165458 -3.563360
H 0.728427 -6.266278 -2.609896
C 3.695727 -7.435591 -2.348410
N 4.400316 -6.444132 -1.538683
C 3.800548 -5.613632 -0.675203
C 4.776541 -4.825841 0.189469
O 2.587446 -5.490766 -0.577471
H 3.918178 -7.234447 -3.393716
H 2.626272 -7.358926 -2.176852
H 3.973844 -8.444964 -2.048373
H 5.393602 -6.571951 -1.463062
H 5.661081 -4.557526 -0.383618
H 5.042946 -5.513830 0.995291
H 4.286680 -3.954202 0.612177

Atoms 1-2, force components in eV/Å:
0.444 -0.472 0.169
0.384 -0.880 -0.739

The charge is 0. The energy above the lowest of the compared OMol25 structures with the same formula, charge and spin comes out at 0.284 eV. The structure (SMILES) is CCN(CC)CC.CCN(CC)CC.CCN(CC)CC.CCN(CC)CC.CCN(CC)CC.CCN(CC)CC.CCN(CC)CC.CNC(C)=O.CNC(C)=O. Its HOMO-LUMO gap is 8.47 eV. For the electronic energy, the calculation gives -69210.947 eV. Its lowest unoccupied orbital energy is 0.38 eV. The value obtained for the highest occupied orbital energy is -8.09 eV. Its spin multiplicity is 1.